Entry 1:
A 8-piece molecular cluster, C13H42O10 overall, computed with the ωB97M-V functional and the def2-TZVPD basis.

Bonds (Å) are listed after each position.
Cartesian coordinates (Å):
1 O 4.767 -1.101 4.041  C2 1.442, H5 0.961
2 C 5.017 -0.239 2.912  O1 1.442, C3 1.492, H6 1.098, H7 1.095
3 C 4.026 -0.607 1.859  C2 1.492, O4 1.434, H8 1.091, H9 1.091
4 O 2.692 -0.318 2.298  C3 1.434, H10 0.965
5 H 5.226 -0.727 4.799  O1 0.961
6 H 4.897 0.810 3.215  C2 1.098
7 H 6.057 -0.325 2.579  C2 1.095
8 H 4.109 -1.664 1.603  C3 1.091
9 H 4.222 -0.017 0.963  C3 1.091
10 H 2.667 -0.350 3.262  O4 0.965
11 O -0.462 1.154 -2.779  C12 1.420, H15 0.970
12 C 0.672 1.297 -3.622  O11 1.420, C13 1.512, H16 1.091, H17 1.101
13 C 0.350 1.006 -5.071  C12 1.512, O14 1.432, H18 1.096, H19 1.092
14 O -0.502 2.013 -5.630  C13 1.432, H20 0.964
15 H -0.757 0.232 -2.848  O11 0.970
16 H 1.002 2.333 -3.537  C12 1.091
17 H 1.502 0.663 -3.275  C12 1.101
18 H -0.140 0.036 -5.207  C13 1.096
19 H 1.268 1.025 -5.661  C13 1.092
20 H -1.171 2.208 -4.965  O14 0.964
21 C 1.168 -3.401 0.316  C22 1.505, H24 1.095, H25 1.090, H26 1.090
22 C 2.300 -3.253 -0.665  C21 1.505, O23 1.413, H27 1.092, H28 1.099
23 O 3.563 -3.459 -0.064  C22 1.413, H29 0.962
24 H 1.096 -4.426 0.694  C21 1.095
25 H 0.189 -3.148 -0.091  C21 1.090
26 H 1.382 -2.765 1.174  C21 1.090
27 H 2.307 -2.241 -1.076  C22 1.092
28 H 2.178 -3.915 -1.534  C22 1.099
29 H 3.599 -4.356 0.282  O23 0.962
30 C -3.688 -1.396 -2.333  C31 1.507, H33 1.090, H34 1.095, H35 1.087
31 C -2.487 -2.280 -2.549  C30 1.507, O32 1.442, H36 1.093, H37 1.093
32 O -1.500 -1.450 -3.194  C31 1.442, H38 0.962
33 H -4.053 -0.989 -3.277  C30 1.090
34 H -3.359 -0.510 -1.781  C30 1.095
35 H -4.489 -1.884 -1.784  C30 1.087
36 H -2.726 -3.130 -3.195  C31 1.093
37 H -2.095 -2.653 -1.599  C31 1.093
38 H -0.700 -1.960 -3.346  O32 0.962
39 C -3.060 1.775 2.967  C40 1.509, H42 1.089, H43 1.091, H44 1.090
40 C -3.002 0.388 3.559  C39 1.509, O41 1.441, H45 1.091, H46 1.095
41 O -2.594 0.491 4.937  C40 1.441, H47 0.960
42 H -3.415 2.509 3.687  C39 1.089
43 H -3.779 1.752 2.146  C39 1.091
44 H -2.094 2.092 2.575  C39 1.090
45 H -2.282 -0.234 3.025  C40 1.091
46 H -4.007 -0.046 3.512  C40 1.095
47 H -2.516 -0.398 5.291  O41 0.960
48 C 1.826 3.127 1.520  O49 1.416, H50 1.091, H51 1.098, H52 1.091
49 O 2.749 2.621 2.468  C48 1.416, H53 0.963
50 H 1.705 4.196 1.701  C48 1.091
51 H 2.198 3.030 0.492  C48 1.098
52 H 0.853 2.638 1.596  C48 1.091
53 H 2.587 1.677 2.568  O49 0.963
54 C -3.661 2.182 -0.732  O55 1.426, H56 1.096, H57 1.092, H58 1.087
55 O -4.732 2.646 -1.549  C54 1.426, H59 0.960
56 H -2.744 2.040 -1.315  C54 1.096
57 H -3.435 2.906 0.054  C54 1.092
58 H -3.950 1.236 -0.281  C54 1.087
59 H -4.688 3.604 -1.593  O55 0.960
60 C -0.209 0.021 0.111  O61 1.416, H62 1.087, H63 1.092, H64 1.098
61 O -0.022 -0.410 1.447  C60 1.416, H65 0.965
62 H -1.270 0.191 -0.051  C60 1.087
63 H 0.347 0.940 -0.088  C60 1.092
64 H 0.145 -0.745 -0.593  C60 1.098
65 H 0.924 -0.440 1.634  O61 0.965

Summary:
- net charge = 0
- SMILES = OCCO.OCCO.CCO.CCO.CCO.CO.CO.CO
- ΔE to the lowest compared entry with this formula, charge and spin (kcal/mol) = 0.0

Results of the Mulliken charge analysis, in e, for atoms 1 through 6:
1. O -0.525
2. C -0.518
3. C -0.307
4. O -0.592
5. H 0.302
6. H 0.319



Entry 2:
A 10-piece molecular cluster, C13H43Cl2N18O9 overall, computed with the ωB97M-V functional and the def2-TZVPD basis.

Bonds (Å) are listed after each position.
Cartesian coordinates (Å):
1 C -1.493 4.046 -0.549  C2 1.532, H7 1.097, H8 1.103
2 C -0.355 3.269 -1.219  C1 1.532, Cl3 1.849, C4 1.558, H9 1.087
3 Cl -0.693 1.455 -1.102  C2 1.849
4 C 1.009 3.611 -0.549  C2 1.558, C5 1.535, Cl6 1.849, H10 1.083
5 C 1.443 2.600 0.522  C4 1.535, H11 1.091, H12 1.095, H13 1.087
6 Cl 2.371 3.847 -1.778  C4 1.849
7 H -1.208 4.275 0.485  C1 1.097
8 H -1.621 4.961 -1.151  C1 1.103
9 H -0.297 3.515 -2.276  C2 1.087
10 H 0.870 4.573 -0.072  C4 1.083
11 H 1.658 1.624 0.086  C5 1.091
12 H 2.370 2.923 1.006  C5 1.095
13 H 0.623 2.542 1.234  C5 1.087
14 C -3.031 -1.212 -3.136  O15 1.235, N16 1.357, N17 1.362
15 O -3.888 -1.770 -3.828  C14 1.235
16 N -1.776 -1.700 -2.971  C14 1.357, H18 1.006, H19 1.002
17 N -3.275 -0.046 -2.475  C14 1.362, H20 1.002, H21 1.011
18 H -1.088 -1.249 -2.391  N16 1.006
19 H -1.537 -2.548 -3.447  N16 1.002
20 H -4.187 0.355 -2.574  N17 1.002
21 H -2.583 0.439 -1.920  N17 1.011
22 C 1.568 -2.283 -1.222  O23 1.227, N24 1.369, N25 1.355
23 O 0.688 -1.529 -1.624  C22 1.227
24 N 1.457 -3.645 -1.308  C22 1.369, H26 1.001, H27 1.001
25 N 2.714 -1.823 -0.664  C22 1.355, H28 1.006, H29 1.000
26 H 2.155 -4.279 -0.975  N24 1.001
27 H 0.617 -4.017 -1.705  N24 1.001
28 H 2.831 -0.828 -0.567  N25 1.006
29 H 3.450 -2.424 -0.353  N25 1.000
30 C 0.136 4.342 3.622  O31 1.217, N32 1.379, N33 1.358
31 O -0.409 4.142 2.552  C30 1.217
32 N -0.067 3.504 4.698  C30 1.379, H34 1.002, H35 1.003
33 N 0.972 5.387 3.853  C30 1.358, H36 1.004, H37 1.001
34 H 0.359 3.634 5.595  N32 1.002
35 H -0.682 2.724 4.557  N32 1.003
36 H 1.141 6.025 3.096  N33 1.004
37 H 1.417 5.554 4.734  N33 1.001
38 C -2.168 -3.993 0.774  O39 1.227, N40 1.357, N41 1.369
39 O -1.132 -4.620 0.973  C38 1.227
40 N -2.230 -2.916 -0.049  C38 1.357, H42 1.003, H43 1.008
41 N -3.349 -4.343 1.370  C38 1.369, H44 1.003, H45 1.002
42 H -3.070 -2.398 -0.226  N40 1.003
43 H -1.378 -2.626 -0.502  N40 1.008
44 H -3.337 -5.134 1.987  N41 1.003
45 H -4.210 -3.852 1.225  N41 1.002
46 C 4.151 2.167 4.019  O47 1.217, N48 1.370, N49 1.367
47 O 4.029 3.294 3.577  C46 1.217
48 N 5.363 1.532 4.077  C46 1.370, H50 1.001, H51 1.002
49 N 3.092 1.442 4.488  C46 1.367, H52 1.006, H53 1.001
50 H 5.489 0.603 4.430  N48 1.001
51 H 6.158 2.035 3.734  N48 1.002
52 H 2.186 1.876 4.448  N49 1.006
53 H 3.173 0.512 4.849  N49 1.001
54 C 4.597 0.483 -2.656  O55 1.218, N56 1.370, N57 1.360
55 O 4.328 0.283 -1.485  C54 1.218
56 N 5.454 -0.319 -3.363  C54 1.370, H58 1.001, H59 1.001
57 N 4.054 1.524 -3.343  C54 1.360, H60 1.009, H61 1.001
58 H 5.684 -0.172 -4.326  N56 1.001
59 H 5.863 -1.093 -2.876  N56 1.001
60 H 3.420 2.126 -2.839  N57 1.009
61 H 4.248 1.717 -4.306  N57 1.001
62 C -1.018 8.398 2.662  O63 1.219, N64 1.366, N65 1.363
63 O 0.100 7.977 2.905  C62 1.219
64 N -1.242 9.399 1.759  C62 1.366, H66 1.001, H67 1.002
65 N -2.130 7.891 3.264  C62 1.363, H68 1.002, H69 1.001
66 H -2.152 9.750 1.534  N64 1.001
67 H -0.443 9.779 1.291  N64 1.002
68 H -1.995 7.139 3.913  N65 1.002
69 H -3.060 8.206 3.071  N65 1.001
70 C -1.892 -8.355 2.542  O71 1.218, N72 1.372, N73 1.366
71 O -0.874 -8.079 3.150  C70 1.218
72 N -2.642 -9.462 2.846  C70 1.372, H74 1.001, H75 1.002
73 N -2.373 -7.595 1.514  C70 1.366, H76 1.013, H77 1.002
74 H -3.482 -9.715 2.363  N72 1.001
75 H -2.317 -10.042 3.595  N72 1.002
76 H -1.846 -6.770 1.256  N73 1.013
77 H -3.209 -7.816 1.007  N73 1.002
78 C -2.401 -5.270 -6.250  O79 1.223, N80 1.366, N81 1.363
79 O -1.734 -6.235 -6.593  C78 1.223
80 N -3.021 -4.449 -7.149  C78 1.366, H82 1.003, H83 1.001
81 N -2.585 -4.926 -4.944  C78 1.363, H84 1.002, H85 1.010
82 H -3.567 -3.650 -6.884  N80 1.003
83 H -2.909 -4.666 -8.120  N80 1.001
84 H -2.144 -5.500 -4.252  N81 1.002
85 H -3.132 -4.132 -4.646  N81 1.010

Summary:
- net charge = -1

Results of the Mulliken charge analysis, in e, for atoms 1 through 6:
1. C -1.050
2. C -0.182
3. Cl -0.527
4. C 0.386
5. C -1.462
6. Cl -0.438



Calculated orbital gap in order - 10.32 3.76 eV
Calculated HOMO energy in order - -9.974 -1.661 eV